No. 1
# C9H17NO

One molecule with the formula C9H17NO in a non-equilibrium geometry (wB97M-V/def2-TZVPD, the Open Molecules 2025 dataset).

```
28
Properties=species:S:1:pos:R:3:forces:R:3
C -2.354 1.386 -0.063 -0.1 -0.7 -0.4
N -0.889 0.936 0.034 -3.6 -1.3 1.6
C -0.648 0.012 -1.085 -3.2 0.2 -2.0
C -1.481 -1.330 -0.839 3.3 1.8 1.0
C -1.482 -1.326 0.669 0.2 -4.0 1.3
C -0.880 -0.104 1.207 2.2 2.2 -2.0
C 0.600 -0.270 1.400 3.5 -0.9 0.5
C 1.569 0.038 0.019 -1.1 -1.7 0.7
C 2.957 -0.562 0.033 0.8 -0.6 -3.1
O 1.819 1.404 -0.001 -0.2 1.1 0.9
C 0.792 -0.207 -1.312 0.6 -4.0 0.7
H -3.139 0.641 -0.432 1.4 0.4 0.2
H -2.836 1.735 0.853 0.9 0.1 0.4
H -2.360 2.203 -0.749 -0.2 0.6 -0.6
H -1.154 0.412 -1.988 0.6 0.4 0.3
H -0.882 -2.093 -1.314 -0.5 -0.6 0.0
H -2.497 -1.313 -1.069 -1.3 0.1 -1.5
H -2.523 -1.488 0.908 -0.1 0.0 1.0
H -0.838 -2.198 1.091 -1.5 1.1 -0.6
H -1.277 0.332 2.088 -0.8 0.3 0.7
H 1.016 0.473 2.116 -0.4 -0.1 -0.5
H 0.870 -1.248 1.959 -0.4 1.1 -1.3
H 3.433 -0.462 1.054 -0.4 -0.7 -1.3
H 3.481 0.268 -0.705 -0.7 -2.5 1.8
H 2.922 -1.688 -0.599 0.6 3.2 2.5
H 0.929 1.695 0.209 -0.5 1.3 -0.1
H 0.895 -1.298 -1.781 0.2 2.1 1.2
H 1.188 0.430 -2.038 0.7 1.2 -1.0
```
Positions in Å, forces in eV/Å.

Its net charge is 0. The SMILES is CN1[C@@H]2CC[C@H]1C[C@](C)(O)C2. The value obtained for the LUMO energy is 0.87 eV. As for the energy above the lowest of the compared OMol25 structures with the same formula, charge and spin: 2.8662 eV. As for the orbital gap: 10.30 eV. Its spin multiplicity is 1.

Formally, the Mulliken partial charges of the atoms, in units of the elementary charge, are as follows: number 1, C, carries -0.98; number 2, N, carries -0.45; number 3, C, carries 0.43; number 4, C, carries -1.10; number 5, C, carries -0.59; number 6, C, carries 0.28; number 7, C, carries -1.48; number 8, C, carries 1.27; number 9, C, carries -1.32; number 10, O, carries -0.64; number 11, C, carries -1.47; number 12, H, carries 0.26; number 13, H, carries 0.31; number 14, H, carries 0.40; number 15, H, carries 0.46; number 16, H, carries 0.30; number 17, H, carries 0.44; number 18, H, carries 0.31; number 19, H, carries 0.29; number 20, H, carries 0.60; number 21, H, carries 0.39; number 22, H, carries 0.29; number 23, H, carries 0.34; number 24, H, carries 0.29; number 25, H, carries 0.22; number 26, H, carries 0.52; number 27, H, carries 0.18; number 28, H, carries 0.46

=====

No. 2
# C6H14N2O2

A 2-piece molecular cluster, C6H14N2O2 overall in a non-equilibrium geometry (wB97M-V/def2-TZVPD, the Open Molecules 2025 dataset).

```
24
Properties=species:S:1:pos:R:3:forces:R:3
C -1.333 1.248 2.548 0.8 1.2 1.6
N -0.011 0.707 2.865 -0.6 -1.0 -0.9
C 0.488 -0.267 2.063 -0.3 0.5 -0.4
C 1.811 -0.811 2.430 2.4 0.1 0.2
O -0.086 -0.643 1.043 0.0 0.0 0.3
H -1.919 1.360 3.462 -0.3 -0.8 0.0
H -1.192 2.297 2.328 -0.1 0.3 -1.0
H -1.799 0.679 1.761 0.0 0.0 0.0
H 0.545 1.004 3.643 -0.2 0.2 0.2
H 1.916 -1.142 3.467 -0.3 0.1 0.0
H 2.031 -1.663 1.789 0.0 0.1 0.0
H 2.664 -0.064 2.290 -1.3 -0.7 0.0
C -0.711 -2.050 -2.597 1.0 -0.8 0.4
N -0.395 -0.732 -2.028 0.3 -0.7 -1.0
C -0.152 0.308 -2.885 -0.6 -0.4 0.2
C 0.111 1.625 -2.246 -0.1 0.9 -0.6
O -0.240 0.219 -4.098 0.0 -0.2 0.0
H -1.571 -2.470 -2.070 0.1 0.0 -0.3
H -0.837 -2.062 -3.677 -0.5 0.8 0.1
H 0.143 -2.766 -2.511 -0.4 0.5 0.5
H 0.001 -0.738 -1.090 -0.4 0.3 -0.2
H 0.837 2.104 -2.886 0.6 0.2 0.1
H 0.456 1.558 -1.226 -0.1 0.1 0.4
H -0.758 2.299 -2.376 0.1 -0.6 0.5
```
Positions in Å, forces in eV/Å.

Its net charge is 0. The SMILES is CNC(C)=O.CNC(C)=O. The value obtained for the LUMO energy is 0.57 eV. As for the energy above the lowest of the compared OMol25 structures with the same formula, charge and spin: 0.7943 eV. As for the orbital gap: 9.61 eV. Its spin multiplicity is 1.

Formally, the Mulliken partial charges of the atoms, in units of the elementary charge, are as follows: number 1, C, carries -0.84; number 2, N, carries -0.18; number 3, C, carries 0.84; number 4, C, carries -1.27; number 5, O, carries -0.69; number 6, H, carries 0.30; number 7, H, carries 0.31; number 8, H, carries 0.29; number 9, H, carries 0.20; number 10, H, carries 0.37; number 11, H, carries 0.33; number 12, H, carries 0.28; number 13, C, carries -0.98; number 14, N, carries -0.05; number 15, C, carries 0.68; number 16, C, carries -0.89; number 17, O, carries -0.65; number 18, H, carries 0.29; number 19, H, carries 0.35; number 20, H, carries 0.30; number 21, H, carries 0.22; number 22, H, carries 0.31; number 23, H, carries 0.23; number 24, H, carries 0.23

=====

No. 3
# C6H6N2O2

A 2-piece molecular cluster, C6H6N2O2 overall in a non-equilibrium geometry (wB97M-V/def2-TZVPD, the Open Molecules 2025 dataset).

```
16
Properties=species:S:1:pos:R:3:forces:R:3
O -0.456 1.468 0.013 0.3 -0.5 0.3
C -0.303 0.407 0.587 -0.8 -0.3 -0.3
C 0.948 -0.274 0.902 1.0 1.3 0.3
C 0.936 -1.345 1.703 -0.4 0.0 -0.5
N -0.227 -1.935 2.091 0.0 -1.8 1.2
C -1.509 -1.480 1.817 1.6 0.3 -0.9
O -2.495 -2.047 2.206 -0.3 0.4 -0.1
N -1.442 -0.354 0.981 -1.6 -0.3 0.8
H 1.895 0.255 0.683 -0.8 -0.5 0.0
H 1.818 -1.842 2.060 0.3 0.0 0.0
H -0.158 -2.831 2.606 -0.3 1.1 -0.5
H -2.402 -0.005 0.844 1.0 0.3 -0.3
C 1.063 2.554 -4.713 -1.1 0.3 1.8
C 0.852 2.476 -3.514 0.0 -0.7 -1.5
H 0.925 2.775 -5.755 0.5 -0.2 0.2
H 0.555 2.176 -2.512 0.5 0.5 -0.5
```
Positions in Å, forces in eV/Å.

Its net charge is 0. The SMILES is O=c1cc[nH]c(=O)[nH]1.C#C. The value obtained for the LUMO energy is 0.43 eV. As for the energy above the lowest of the compared OMol25 structures with the same formula, charge and spin: 1.6420 eV. As for the orbital gap: 10.17 eV. Its spin multiplicity is 1.

Formally, the Mulliken partial charges of the atoms, in units of the elementary charge, are as follows: number 1, O, carries -0.60; number 2, C, carries 0.56; number 3, C, carries -0.54; number 4, C, carries -0.12; number 5, N, carries -0.12; number 6, C, carries 0.30; number 7, O, carries -0.58; number 8, N, carries -0.11; number 9, H, carries 0.34; number 10, H, carries 0.39; number 11, H, carries 0.25; number 12, H, carries 0.24; number 13, C, carries -0.28; number 14, C, carries -0.40; number 15, H, carries 0.33; number 16, H, carries 0.35

=====

No. 4
# C4H6CrO3

C4H6CrO3 as an isolated structure in a non-equilibrium geometry (wB97M-V/def2-TZVPD, the Open Molecules 2025 dataset).

```
14
Properties=species:S:1:pos:R:3:forces:R:3
O 2.417 1.222 -0.724 -0.3 -0.4 0.4
C 2.363 -0.027 -0.706 0.5 1.3 -0.4
O 1.821 -0.340 0.725 -0.3 1.2 1.3
C 0.796 -1.339 0.588 -0.9 -0.5 -0.8
C -0.163 -0.751 -0.433 0.4 -1.5 -0.1
O -0.668 0.473 0.266 -0.2 1.0 1.2
C -1.807 1.019 -0.347 -0.4 0.3 -0.4
Cr 0.974 1.528 0.868 0.7 -2.4 -1.5
H 0.397 -1.580 1.592 0.2 0.4 0.0
H 1.237 -2.271 0.193 -0.1 0.4 0.0
H -1.029 -1.439 -0.505 0.0 0.3 0.0
H -2.007 2.002 0.101 -0.1 -0.2 0.0
H -1.650 1.136 -1.432 0.1 -0.1 0.3
H -2.680 0.365 -0.186 0.3 0.2 0.0
```
Positions in Å, forces in eV/Å.

Its net charge is 0. As for the expectation value of S²: 6.027. The value obtained for the LUMO energy (spin up / spin down) is -1.85 / -1.79 eV. As for the energy above the lowest of the compared OMol25 structures with the same formula, charge and spin: 1.8001 eV. As for the orbital gap (spin up / spin down): 4.30 / 4.35 eV. Its spin multiplicity is 5.

Formally, the Mulliken partial charges of the atoms, in units of the elementary charge, are as follows: number 1, O, carries -0.38; number 2, C, carries -0.14; number 3, O, carries -0.31; number 4, C, carries -0.11; number 5, C, carries -0.58; number 6, O, carries -0.24; number 7, C, carries -0.75; number 8, Cr, carries 1.04; number 9, H, carries 0.20; number 10, H, carries 0.29; number 11, H, carries 0.13; number 12, H, carries 0.23; number 13, H, carries 0.36; number 14, H, carries 0.26